[1]
{"formula": "C21H26N2O4S2", "method": "ωB97M-V with the def2-TZVPD basis set", "species": ["C", "C", "S", "O", "O", "C", "C", "C", "C", "C", "C", "S", "O", "O", "C", "C", "C", "C", "C", "C", "H", "H", "H", "H", "H", "H", "H", "H", "H", "H", "H", "H", "C", "C", "N", "C", "C", "C", "C", "N", "C", "H", "H", "H", "H", "H", "H", "H", "H", "H", "H", "H", "H", "H", "H"], "xyz": [[0.01409, 1.97872, 3.31526], [0.59505, 1.00970, 2.59540], [-0.35434, 0.39084, 1.23779], [-1.17533, 1.50689, 0.79003], [0.46751, -0.36228, 0.32442], [-1.56363, -0.68727, 1.96943], [-1.39917, -2.06821, 1.90894], [-2.27548, -2.87214, 2.64662], [-3.34284, -2.28794, 3.34196], [-3.54575, -0.90192, 3.30626], [-2.63930, -0.09357, 2.62345], [2.31829, 0.55896, 2.83538], [2.67466, 0.93990, 4.17959], [3.04002, 1.07469, 1.69265], [2.46971, -1.23961, 2.73060], [3.02617, -1.79172, 1.58139], [2.98219, -3.17363, 1.39461], [2.41917, -3.99288, 2.37739], [1.99698, -3.43741, 3.59217], [2.06617, -2.05620, 3.79057], [-0.98312, 2.34086, 3.07928], [0.55178, 2.44488, 4.14563], [-0.58114, -2.47731, 1.31229], [-2.10681, -3.95009, 2.67656], [-4.03018, -2.91550, 3.91449], [-4.39235, -0.43184, 3.81100], [-2.74743, 0.98974, 2.60572], [3.48057, -1.14026, 0.83706], [3.38637, -3.59462, 0.47199], [2.32928, -5.06776, 2.20250], [1.61050, -4.08234, 4.38607], [1.79867, -1.60389, 4.74631], [0.38222, 1.72969, -1.47885], [-0.00500, 1.75338, -2.81930], [-1.27193, 2.12278, -3.20649], [-2.27277, 2.45822, -2.22035], [-1.82728, 1.73944, -4.48195], [-0.78188, 1.70754, -5.56898], [0.47899, 1.00699, -5.12493], [0.88476, 1.40936, -3.79963], [2.21063, 0.98170, -3.43378], [1.33608, 1.30281, -1.20060], [-0.29444, 2.11375, -0.74971], [-1.92269, 3.26695, -1.57187], [-3.17836, 2.79307, -2.73983], [-2.53369, 1.59725, -1.58630], [-2.34091, 0.76352, -4.39346], [-2.60534, 2.46495, -4.74944], [-1.18482, 1.24335, -6.47675], [-0.52598, 2.73902, -5.81175], [0.36690, -0.09328, -5.17738], [1.29245, 1.26084, -5.81563], [2.60541, 1.62750, -2.64641], [2.22154, -0.05862, -3.06991], [2.87580, 1.06301, -4.29953]], "total_charge": 0, "spin_multiplicity": 1, "e_homo_ev": -6.242, "e_lumo_ev": -0.399, "largest_force_ev_per_a": 3.0, "smiles": "C=C(S(=O)(=O)c1ccccc1)S(=O)(=O)c1ccccc1.C=C1N(C)CCCN1C"}


[2]
{"formula": "C21H26N2O5S", "method": "ωB97M-V with the def2-TZVPD basis set", "species": ["C", "C", "O", "C", "C", "C", "C", "C", "C", "O", "C", "C", "C", "O", "N", "C", "C", "C", "C", "S", "O", "O", "N", "C", "C", "C", "C", "C", "C", "H", "H", "H", "H", "H", "H", "H", "H", "H", "H", "H", "H", "H", "H", "H", "H", "H", "H", "H", "H", "H", "H", "H", "H", "H", "H"], "xyz": [[2.66895, -4.65836, 0.77466], [1.49303, -4.83910, -0.18124], [0.29312, -4.28299, 0.31646], [-0.40718, -4.94722, 1.28318], [-0.11346, -6.19816, 1.79598], [-0.92106, -6.76299, 2.77441], [-2.02108, -6.08197, 3.24696], [-2.33521, -4.82798, 2.73928], [-1.54254, -4.25696, 1.76261], [-1.73212, -3.03392, 1.18058], [-2.81357, -2.20849, 1.55811], [-4.12234, -2.62346, 0.87845], [-2.49486, -0.76347, 1.13174], [-3.20173, 0.15579, 1.47770], [-1.39565, -0.67799, 0.34410], [-0.82397, 0.44227, -0.24932], [0.37320, 0.26427, -0.94843], [0.98290, 1.33826, -1.56457], [0.39588, 2.58789, -1.49198], [1.22615, 3.97228, -2.25406], [2.01651, 3.49783, -3.35392], [0.26348, 5.01151, -2.50357], [2.27343, 4.39081, -1.00235], [1.73615, 5.37539, -0.06928], [2.76969, 6.51034, 0.01462], [3.59975, 6.32649, -1.25531], [3.61016, 4.80615, -1.39667], [-0.78846, 2.77732, -0.80699], [-1.40413, 1.70882, -0.18114], [2.48660, -5.17011, 1.71631], [2.81798, -3.60173, 0.98273], [3.57194, -5.06002, 0.32329], [1.68147, -4.28930, -1.10810], [1.35415, -5.89716, -0.43421], [0.74179, -6.75208, 1.44361], [-0.67607, -7.73982, 3.16191], [-2.64751, -6.51628, 4.01044], [-3.20134, -4.30940, 3.11826], [-2.94108, -2.20060, 2.64929], [-4.89819, -1.90621, 1.13018], [-4.42738, -3.61599, 1.20014], [-3.98338, -2.63500, -0.20038], [-0.91226, -1.55855, 0.19294], [0.81412, -0.72067, -1.00286], [1.90195, 1.22893, -2.11727], [1.56511, 4.90048, 0.90093], [0.78239, 5.73542, -0.46067], [2.29391, 7.48690, 0.06946], [3.40138, 6.37876, 0.89409], [3.08644, 6.76831, -2.11003], [4.59866, 6.75017, -1.17611], [4.33166, 4.35460, -0.70682], [3.80453, 4.45317, -2.40741], [-1.22698, 3.76200, -0.78446], [-2.32776, 1.84116, 0.35722]], "total_charge": 0, "spin_multiplicity": 1, "e_homo_ev": -8.490, "e_lumo_ev": 0.600, "largest_force_ev_per_a": 1.1, "smiles": "CCOc1ccccc1O[C@H](C)C(=O)Nc1ccc(S(=O)(=O)N2CCCC2)cc1"}


[3]
{"formula": "C21H26N3OReS3SbSe4", "method": "ωB97M-V with the def2-TZVPD basis set", "species": ["Re", "C", "C", "N", "C", "C", "C", "S", "N", "C", "O", "C", "C", "C", "C", "C", "C", "H", "H", "H", "H", "H", "H", "H", "H", "H", "H", "H", "H", "H", "H", "H", "Se", "Sb", "Se", "Se", "Se", "S", "C", "N", "C", "C", "C", "C", "C", "C", "H", "H", "H", "H", "H", "C", "S", "C", "H", "H", "H", "H", "H", "H"], "xyz": [[-0.12672, 0.44975, -0.17643], [-0.18792, -4.19412, 3.92368], [0.32722, -4.52793, 2.53290], [-0.32882, -3.73828, 1.46636], [-1.36212, -4.42200, 0.66778], [-2.74809, -4.30038, 1.27862], [-0.00092, -2.47176, 1.29908], [-0.97334, -1.58876, 0.09730], [0.96015, -1.99523, 2.08880], [1.46470, -0.78367, 2.09491], [1.13676, 0.19978, 1.31737], [2.52916, -0.48860, 3.06349], [3.06597, -1.51874, 3.84114], [4.06671, -1.24632, 4.75468], [4.53334, 0.05440, 4.90178], [3.99993, 1.08280, 4.13526], [3.00285, 0.81627, 3.21666], [0.31973, -4.82823, 4.64987], [-1.25668, -4.38150, 4.01048], [0.01146, -3.15548, 4.17899], [0.13457, -5.57057, 2.29083], [1.39922, -4.35598, 2.45752], [-1.05460, -5.46430, 0.60841], [-1.34057, -4.02591, -0.34685], [-2.78569, -4.74737, 2.27069], [-3.46862, -4.82109, 0.64924], [-3.05667, -3.25751, 1.35158], [2.69472, -2.52550, 3.71880], [4.48430, -2.04335, 5.35398], [5.31360, 0.26843, 5.61966], [4.36037, 2.09435, 4.26213], [2.57583, 1.61708, 2.62910], [-3.39022, -0.14228, -4.65243], [-3.68126, -0.65584, -2.11920], [-3.57091, -2.97428, -2.22545], [-5.82282, 0.46571, -1.55559], [-2.09745, 1.24653, -1.09607], [3.73127, 2.29922, -1.83970], [2.57202, 1.21831, -1.25487], [1.37580, 1.70595, -1.02699], [1.32989, 3.07508, -1.31782], [0.25325, 3.94769, -1.14957], [0.42582, 5.27287, -1.48266], [1.64745, 5.75096, -1.97314], [2.72537, 4.90759, -2.12648], [2.55287, 3.56721, -1.78826], [2.80456, 0.17564, -1.09076], [-0.68811, 3.60894, -0.73779], [-0.39336, 5.96509, -1.34499], [1.75014, 6.79909, -2.21687], [3.67697, 5.27372, -2.48590], [-4.80491, 2.70231, -4.87939], [-3.13134, 2.05434, -4.70103], [-2.49708, 2.24844, -6.37876], [-4.72467, 3.77090, -5.07374], [-5.31638, 2.52704, -3.93489], [-5.31680, 2.18667, -5.68860], [-3.20915, 1.84108, -7.09280], [-1.54900, 1.71840, -6.43058], [-2.34177, 3.31334, -6.54350]], "total_charge": 2, "spin_multiplicity": 2, "e_homo_ev": [-12.831, -12.822], "e_lumo_ev": [-6.873, -7.964], "largest_force_ev_per_a": 1.1}


[4]
{"formula": "C21H26N4O3", "method": "ωB97M-V with the def2-TZVPD basis set", "species": ["C", "C", "C", "C", "C", "C", "C", "N", "C", "N", "C", "C", "N", "C", "C", "O", "C", "C", "N", "C", "C", "C", "C", "C", "O", "C", "C", "O", "H", "H", "H", "H", "H", "H", "H", "H", "H", "H", "H", "H", "H", "H", "H", "H", "H", "H", "H", "H", "H", "H", "H", "H", "H", "H"], "xyz": [[-4.32521, -0.69308, -2.04983], [-4.72800, -0.02316, -0.73055], [-6.25412, 0.08302, -0.63552], [-4.18900, -0.85544, 0.45144], [-2.71797, -0.65116, 0.58852], [-1.80102, -1.69324, 0.71116], [-2.18752, -3.04083, 0.69498], [-2.46196, -4.15733, 0.66873], [-0.42822, -1.34579, 0.84718], [0.51990, -2.29687, 1.01415], [1.91835, -1.94986, 1.06691], [2.47514, -1.54008, -0.30678], [3.67051, -0.73353, -0.15993], [3.96221, 0.05592, -1.34495], [5.15154, 0.96982, -1.04980], [6.29077, 0.22780, -0.68413], [6.01663, -0.56491, 0.44601], [4.84346, -1.51360, 0.19639], [-0.02887, -0.08514, 0.85376], [-0.90475, 0.91206, 0.71242], [-0.27396, 2.21512, 0.71705], [1.07387, 2.49244, 0.68303], [1.18839, 3.89639, 0.70581], [-0.08727, 4.37501, 0.75585], [-0.97516, 3.37109, 0.76329], [-2.27569, 0.67073, 0.57003], [-3.35670, 1.68199, 0.32744], [-4.18745, 1.29974, -0.74877], [-4.64095, -0.06964, -2.88173], [-3.24425, -0.80710, -2.09722], [-4.78922, -1.67157, -2.13958], [-6.63314, 0.64048, -1.48748], [-6.53859, 0.61038, 0.27236], [-6.70374, -0.90618, -0.62662], [-4.67568, -0.51716, 1.37221], [-4.43383, -1.90751, 0.30354], [0.26015, -3.25439, 0.83683], [2.46032, -2.80083, 1.48050], [2.02272, -1.08953, 1.73171], [1.71829, -0.91674, -0.78772], [2.64528, -2.43122, -0.93652], [3.08882, 0.66359, -1.59039], [4.20565, -0.58456, -2.21149], [5.42909, 1.54236, -1.93636], [4.87956, 1.65960, -0.23662], [6.92899, -1.12549, 0.65639], [5.77577, 0.08052, 1.30427], [4.63860, -2.07606, 1.10783], [5.11402, -2.22229, -0.60757], [1.85865, 1.76599, 0.64461], [2.09021, 4.47319, 0.68832], [-0.47827, 5.37296, 0.78974], [-2.95388, 2.65194, 0.03899], [-3.95243, 1.81218, 1.24806]], "total_charge": 0, "spin_multiplicity": 1, "e_homo_ev": -8.096, "e_lumo_ev": -0.116, "largest_force_ev_per_a": 1.3, "smiles": "CC1(C)Cc2c(C#N)c(NCCN3CCOCC3)nc(-c3ccco3)c2CO1"}


[5]
{"formula": "C21H26N4O3S2", "method": "ωB97M-V with the def2-TZVPD basis set", "species": ["C", "C", "C", "C", "N", "S", "O", "O", "C", "C", "C", "C", "N", "C", "S", "C", "C", "O", "N", "C", "C", "C", "C", "C", "C", "C", "C", "N", "C", "C", "H", "H", "H", "H", "H", "H", "H", "H", "H", "H", "H", "H", "H", "H", "H", "H", "H", "H", "H", "H", "H", "H", "H", "H", "H", "H"], "xyz": [[1.47068, 4.05407, -4.65628], [2.21191, 2.93664, -5.37978], [2.07493, 1.60793, -4.63975], [2.77993, 0.46968, -5.37039], [2.79024, -0.71716, -4.53443], [1.29706, -1.42238, -4.23363], [0.34818, -1.08627, -5.25883], [1.55970, -2.80663, -3.96820], [0.80611, -0.63009, -2.71010], [1.71520, -0.61503, -1.65877], [1.39657, -0.01994, -0.45467], [0.13311, 0.55014, -0.33812], [-0.44893, 1.18799, 0.72686], [-1.65285, 1.51609, 0.33047], [-2.84586, 2.33887, 1.27833], [-1.89098, 2.74447, 2.77929], [-1.83931, 1.58904, 3.78728], [-2.50857, 1.61297, 4.79619], [-0.97809, 0.62505, 3.40595], [-0.67978, -0.58820, 4.03662], [0.13291, -1.47771, 3.33844], [0.47984, -2.69864, 3.89256], [1.36839, -3.65009, 3.14885], [0.00518, -3.01937, 5.15801], [-0.80703, -2.14348, 5.86542], [-1.29485, -2.50594, 7.23543], [-1.14900, -0.92343, 5.30004], [-1.91348, 1.14110, -0.95538], [-0.78355, 0.51026, -1.41824], [-0.45587, -0.08025, -2.62494], [1.58056, 4.99476, -5.19020], [1.86247, 4.18178, -3.64958], [0.41075, 3.82160, -4.58383], [3.26896, 3.19753, -5.46613], [1.81185, 2.82880, -6.38971], [1.01915, 1.35333, -4.54223], [2.49608, 1.69718, -3.63581], [3.81765, 0.74332, -5.57779], [2.26618, 0.27421, -6.32043], [3.42312, -1.43363, -4.85774], [2.67419, -1.08050, -1.81567], [2.09196, 0.00775, 0.36855], [-0.89606, 3.04506, 2.45523], [-2.42206, 3.58164, 3.23100], [-0.52942, 0.75323, 2.49306], [0.48624, -1.21101, 2.35184], [1.04937, -4.67803, 3.30604], [1.36147, -3.43763, 2.08246], [2.39395, -3.56006, 3.50820], [0.27092, -3.97006, 5.59825], [-0.48890, -2.39134, 7.96065], [-2.11785, -1.86309, 7.53554], [-1.62513, -3.54239, 7.26536], [-1.78198, -0.23404, 5.83327], [-2.77675, 1.28746, -1.45048], [-1.12337, -0.12456, -3.46994]], "total_charge": 0, "spin_multiplicity": 1, "e_homo_ev": -8.214, "e_lumo_ev": 0.225, "largest_force_ev_per_a": 0.9, "smiles": "CCCCNS(=O)(=O)c1ccc2nc(SCC(=O)Nc3cc(C)cc(C)c3)[nH]c2c1"}


[6]
{"formula": "C21H26N4O4", "method": "ωB97M-V with the def2-TZVPD basis set", "species": ["C", "O", "C", "C", "C", "C", "C", "C", "C", "N", "C", "C", "N", "C", "O", "C", "C", "C", "O", "N", "C", "C", "O", "C", "C", "C", "C", "N", "C", "H", "H", "H", "H", "H", "H", "H", "H", "H", "H", "H", "H", "H", "H", "H", "H", "H", "H", "H", "H", "H", "H", "H", "H", "H", "H"], "xyz": [[-3.72046, 0.64369, -0.38499], [-2.57596, 0.21318, 0.31699], [-1.85764, -0.83613, -0.18367], [-2.07332, -1.39944, -1.43428], [-1.29069, -2.45759, -1.86588], [-0.30344, -2.97289, -1.04997], [-0.09884, -2.42333, 0.20550], [-0.85198, -1.35064, 0.64973], [-0.66441, -0.76664, 2.02864], [0.60559, -1.14693, 2.61215], [0.66377, -1.18791, 4.05441], [1.79340, -2.14135, 4.43916], [2.99404, -1.81602, 3.70413], [3.05380, -1.19022, 2.51380], [4.09421, -1.09225, 1.89388], [1.76761, -0.52103, 2.03066], [1.98316, 0.99466, 2.30415], [0.92703, 1.91747, 1.72922], [0.28110, 2.68839, 2.41095], [0.80428, 1.85357, 0.38514], [-0.15113, 2.65055, -0.34452], [0.46023, 3.09799, -1.67237], [0.75783, 1.99435, -2.50611], [-0.24551, 1.37020, -3.17730], [0.11065, 0.23149, -3.90486], [-0.85562, -0.43201, -4.63220], [-2.15560, 0.05470, -4.60465], [-2.50261, 1.12528, -3.91529], [-1.57977, 1.77105, -3.22295], [-4.45347, -0.16352, -0.47763], [-4.14222, 1.44799, 0.21592], [-3.47699, 1.02282, -1.38208], [-2.84826, -1.02143, -2.08142], [-1.46962, -2.88033, -2.84305], [0.29947, -3.80501, -1.37979], [0.65023, -2.83656, 0.86301], [-0.81268, 0.32123, 1.98878], [-1.45838, -1.16598, 2.66852], [0.82855, -0.19885, 4.50830], [-0.27777, -1.58079, 4.44129], [1.48787, -3.17067, 4.20866], [2.00387, -2.07345, 5.51049], [3.85046, -2.26594, 3.99840], [1.71830, -0.67221, 0.94690], [2.03889, 1.18194, 3.37736], [2.94763, 1.25689, 1.86324], [1.33306, 1.18152, -0.14807], [-0.40033, 3.51355, 0.27746], [-1.06438, 2.07099, -0.52321], [1.42820, 3.57256, -1.49016], [-0.19305, 3.81507, -2.18054], [1.13721, -0.09980, -3.88510], [-0.60578, -1.30898, -5.20833], [-2.95368, -0.42822, -5.15159], [-1.94002, 2.64361, -2.69465]], "total_charge": 0, "spin_multiplicity": 1, "e_homo_ev": -8.486, "e_lumo_ev": 0.724, "largest_force_ev_per_a": 0.6, "smiles": "COc1ccccc1CN1CCNC(=O)[C@@H]1CC(=O)NCCOc1cccnc1"}


no.,E_tot (a.u.)
1,-2022.5238
2,-1699.7172
3,-12173.6268
4,-1260.5455
5,-2057.0024
6,-1335.8304